# 1
{
  "formula": "C30H55CaN2O2P2",
  "method": "ωB97M-V/def2-TZVPD",
  "charge": 1,
  "spin_multiplicity": 1,
  "species": ["Ca", "P", "P", "O", "O", "N", "N", "C", "C", "C", "C", "C", "C", "C", "C", "C", "C", "C", "C", "C", "C", "C", "C", "C", "C", "C", "C", "C", "C", "C", "C", "C", "C", "C", "C", "C", "C", "H", "H", "H", "H", "H", "H", "H", "H", "H", "H", "H", "H", "H", "H", "H", "H", "H", "H", "H", "H", "H", "H", "H", "H", "H", "H", "H", "H", "H", "H", "H", "H", "H", "H", "H", "H", "H", "H", "H", "H", "H", "H", "H", "H", "H", "H", "H", "H", "H", "H", "H", "H", "H", "H", "H"],
  "xyz": [[-0.0824, -0.0733, 0.9508], [0.4640, -2.4218, 1.0958], [-0.1127, 2.1925, 0.0907], [-2.4023, -0.0457, 3.0142], [1.3575, 0.3227, 2.7481], [1.4033, -0.2686, -0.6469], [-1.3620, -0.2217, -0.8166], [-1.5061, -0.0751, 2.2526], [3.1837, -0.5026, -2.7735], [-0.7864, -3.4876, 3.3769], [-2.8741, 2.3886, 0.6847], [1.3089, 0.5906, -1.7078], [-1.1002, 0.5194, -1.8163], [-1.6148, 4.5036, 0.8880], [-1.3989, 1.4373, -4.2297], [1.3783, -4.6457, 2.6970], [3.2413, -1.4013, -1.6942], [-1.8959, -3.3198, -0.0720], [-0.3795, -3.6118, -0.1442], [2.6771, 2.5535, 0.3156], [2.1995, 0.4866, -2.7914], [1.3694, 3.3755, 0.3795], [0.6286, -3.3001, 2.7892], [-0.0965, -5.1126, 0.0440], [1.4143, -2.3896, 3.7522], [1.2837, 3.9792, 1.8006], [0.1242, -3.2088, -1.5438], [0.9403, 1.2036, 3.7600], [-1.7436, 3.2215, 0.0395], [-2.1273, 3.5909, -1.4054], [-3.3645, 0.5332, -2.9257], [0.1302, 1.5154, -1.6790], [-1.8467, 0.4010, -3.1809], [-1.5737, -1.0100, -3.7490], [2.2499, -2.2627, 0.4957], [1.4577, 4.4887, -0.6831], [2.3238, -1.2770, -0.6456], [2.4612, 4.5354, -1.1418], [1.1640, -3.5320, -1.7200], [3.0385, 2.4259, -0.7160], [1.2690, 5.4641, -0.1965], [1.6510, -2.9729, 4.6618], [0.2081, 2.2797, -2.4649], [0.9287, 5.0180, 1.8062], [-0.5890, -5.5354, 0.9337], [1.8838, -4.8356, 3.6624], [2.1124, 1.1854, -3.6282], [-0.4909, -1.1859, -3.8756], [-1.2601, -2.5136, 3.5869], [0.9853, -5.3260, 0.1033], [2.2979, 3.9700, 2.2425], [3.4538, 3.1048, 0.8773], [2.3222, 0.4570, 2.5735], [-2.7758, 4.4869, -1.3892], [2.3663, -2.0397, 3.3219], [0.7181, -5.4993, 2.4931], [-1.2521, 3.8203, -2.0338], [1.6684, 2.0326, 3.8992], [-2.5838, 5.0346, 0.8479], [0.0498, -2.1222, -1.6916], [-2.8361, 2.4614, 1.7820], [-3.8421, 2.8041, 0.3458], [-2.2150, -2.7701, -0.9752], [-2.1684, -2.7375, 0.8224], [2.7277, -3.2173, 0.2162], [-1.9817, 1.3000, -5.1580], [-2.8294, 1.3247, 0.4187], [-3.8143, 1.2374, -3.6494], [0.8251, -1.5083, 4.0457], [2.7861, -1.8570, 1.3751], [-0.4906, -5.6528, -0.8375], [-2.4423, -4.2817, -0.0288], [-3.5767, 0.9068, -1.9096], [-3.8444, -0.4528, -3.0384], [3.9808, -2.2063, -1.6719], [-0.7045, -4.0375, 4.3328], [0.7129, 4.3717, -1.4860], [2.1618, -4.6162, 1.9202], [0.6309, 3.3766, 2.4500], [-1.4494, -4.0667, 2.7152], [2.5649, 1.5620, 0.7786], [-1.9720, -1.7734, -3.0632], [-2.0610, -1.1257, -4.7347], [-0.5118, -3.6989, -2.3037], [0.8506, 0.6590, 4.7210], [-0.8435, 5.1958, 0.5160], [-1.5581, 2.4759, -3.8917], [-0.3322, 1.3176, -4.4897], [-0.0505, 1.6301, 3.5190], [-1.4087, 4.2693, 1.9457], [-2.6959, 2.7807, -1.8847], [3.8952, -0.5896, -3.6008]]
}

# 2
{
  "formula": "C30H56BrClN3O3PS",
  "method": "ωB97M-V/def2-TZVPD",
  "charge": 0,
  "spin_multiplicity": 1,
  "e_above_lowest_kcal_mol": 0.0,
  "species": ["Br", "Cl", "S", "P", "O", "O", "O", "N", "N", "N", "C", "C", "C", "C", "C", "C", "C", "C", "C", "C", "C", "C", "C", "C", "C", "C", "C", "C", "C", "C", "C", "C", "C", "C", "C", "C", "C", "C", "C", "C", "H", "H", "H", "H", "H", "H", "H", "H", "H", "H", "H", "H", "H", "H", "H", "H", "H", "H", "H", "H", "H", "H", "H", "H", "H", "H", "H", "H", "H", "H", "H", "H", "H", "H", "H", "H", "H", "H", "H", "H", "H", "H", "H", "H", "H", "H", "H", "H", "H", "H", "H", "H", "H", "H", "H", "H"],
  "xyz": [[3.0374, 3.4317, -2.5972], [4.7534, 1.9510, -5.7210], [5.3903, -2.6286, -5.8727], [1.7684, 2.5437, -4.2471], [-0.5107, -2.4350, -4.9404], [2.1637, 3.4903, -5.5111], [-0.7676, -2.9591, -2.8235], [0.5328, -0.0618, -3.3237], [5.3456, -1.0208, -5.9537], [4.0151, -2.8986, -5.1033], [0.6073, 0.6347, -2.0267], [2.7674, 7.2465, -0.6958], [-3.5329, -0.0219, 1.3508], [0.0022, -2.6926, -3.9005], [4.2831, 7.1902, -0.8622], [-4.4534, -6.0566, 4.5048], [-1.7002, -4.7439, 2.3026], [-6.2105, 0.5561, 2.8720], [4.8076, 6.6062, 1.5965], [6.8040, 8.1916, 1.7375], [2.4925, -0.8388, 0.6389], [-3.9529, -5.8992, 1.9783], [-4.0320, -0.3792, -0.0484], [-5.0110, -7.4766, 4.4704], [1.4962, -2.7447, -3.6670], [-2.4408, -6.0652, 2.1152], [-4.1228, -0.8611, 2.4845], [3.7297, 0.6751, -5.1490], [1.2925, 0.0980, 0.3882], [4.2314, -0.6429, -5.3585], [2.2162, -1.5243, -4.1657], [-4.6513, -5.2939, 3.1962], [4.9665, 6.2410, 0.1202], [0.4784, -0.3484, -0.8483], [2.5453, 0.8757, -4.5119], [-3.6827, -1.8032, -0.4694], [-5.6462, -0.8332, 2.5890], [5.3088, 7.9990, 1.9739], [1.7734, -0.2477, -3.9980], [3.4448, -1.7266, -4.8531], [6.0302, 6.1841, -0.1283], [3.3256, -0.2636, 1.0309], [3.0527, 3.8464, -5.3673], [4.5104, 6.8556, -1.8782], [-5.1127, -0.2292, -0.1182], [-5.9478, -1.5058, 3.3965], [-7.2958, 0.5159, 2.9747], [7.1181, 9.1863, 2.0568], [-0.5746, -0.4472, -0.5898], [-4.3149, -4.2616, 3.3351], [-0.6233, -4.9150, 2.3502], [-1.9946, -4.2408, 3.2250], [-2.2049, -6.7390, 2.9433], [4.6988, 8.1975, -0.7724], [-5.7231, -5.2316, 2.9820], [-2.0664, -6.5516, 1.2105], [-3.7956, -1.9004, 2.3777], [-5.8016, 0.9602, 3.8003], [-4.0194, -1.9927, -1.4891], [-2.6020, -1.9617, -0.4395], [7.3846, 7.4601, 2.3032], [2.3268, 7.9037, -1.4469], [4.7499, 8.7632, 1.4270], [-0.2162, 1.3412, -1.9598], [-0.1906, -3.1859, -2.0863], [0.8067, -1.3132, -1.2171], [1.5227, 1.2093, -1.9324], [4.5698, 5.2310, -0.0298], [1.6275, 1.1185, 0.2133], [-1.8981, -4.0695, 1.4655], [5.0965, 8.1657, 3.0332], [-4.1620, -5.2662, 1.1097], [2.7973, -1.3033, -0.2952], [-4.3957, -6.8731, 1.7514], [-0.1709, 0.3318, -3.9332], [2.3259, 6.2549, -0.8173], [5.3425, 5.8626, 2.1959], [-4.8792, -7.9643, 5.4373], [7.0629, 8.0896, 0.6826], [2.2123, -1.6082, 1.3517], [-4.9524, -5.5030, 5.3044], [-3.7346, 1.0367, 1.5385], [-4.1569, -2.5445, 0.1770], [1.8994, -3.6139, -4.1793], [0.6439, 0.1116, 1.2584], [-5.9837, 1.2562, 2.0666], [-6.0788, -7.4695, 4.2426], [-3.3927, -6.0855, 4.7695], [-6.0954, -1.2325, 1.6754], [1.7308, -2.8755, -2.6105], [3.7556, 6.5192, 1.8831], [2.4817, 7.6310, 0.2845], [-3.6963, -0.5095, 3.4297], [-3.5815, 0.3174, -0.7612], [-4.5073, -8.0909, 3.7227], [-2.4424, -0.1276, 1.3749]]
}

# 3
{
  "formula": "C30H56N2O7P2S4SbSi3Ti",
  "method": "ωB97M-V/def2-TZVPD",
  "charge": 1,
  "spin_multiplicity": 1,
  "e_above_lowest_kcal_mol": 25.5,
  "species": ["Sb", "Ti", "S", "S", "S", "S", "P", "P", "Si", "Si", "Si", "O", "O", "O", "O", "O", "O", "O", "N", "N", "C", "C", "C", "C", "C", "C", "C", "C", "C", "C", "C", "C", "C", "C", "C", "C", "C", "C", "C", "C", "C", "C", "C", "C", "C", "C", "C", "C", "C", "C", "H", "H", "H", "H", "H", "H", "H", "H", "H", "H", "H", "H", "H", "H", "H", "H", "H", "H", "H", "H", "H", "H", "H", "H", "H", "H", "H", "H", "H", "H", "H", "H", "H", "H", "H", "H", "H", "H", "H", "H", "H", "H", "H", "H", "H", "H", "H", "H", "H", "H", "H", "H", "H", "H", "H", "H"],
  "xyz": [[-0.3812, 0.1861, -2.6800], [0.1725, 0.2159, 0.4309], [-0.8060, -3.3676, 3.0491], [-2.8300, -0.9521, 4.3490], [-3.2628, -1.5660, 1.4699], [-0.0370, -0.8966, 5.4302], [-1.6330, 2.2877, 0.7287], [-0.3497, 1.1805, 2.9327], [-0.3523, -2.8691, -1.5008], [2.5553, 2.1289, -3.3376], [-0.4289, 3.2625, -3.7382], [-1.2808, 1.0819, -0.2016], [-1.8042, 3.5820, 0.0955], [-0.4652, -0.1151, 2.1095], [1.1842, 1.2456, 3.3725], [-1.3022, 1.6139, 3.9514], [-2.8073, 1.7782, 1.6483], [-0.3279, 2.3300, 1.7429], [1.8616, -0.8861, 0.6949], [1.4751, 1.6426, -0.3666], [0.4193, -1.1543, -1.0776], [-2.0863, 3.7344, -2.9936], [0.1913, -4.0637, -0.1354], [0.7105, -0.6697, -4.3558], [0.3320, -3.6838, -3.0872], [3.9627, -2.3081, -0.3435], [0.4395, 4.8589, -4.2883], [-0.8610, 2.3152, -5.3245], [0.5482, -2.6229, 5.3671], [0.9097, 3.9077, -0.8682], [1.7772, -1.3554, -0.5786], [2.8510, -2.0656, -1.1215], [2.3640, 3.4360, 0.9636], [-0.4496, -3.6361, 4.8200], [2.2266, 2.1087, 0.6646], [-2.5676, -3.8610, 3.0229], [3.3833, 3.7245, -2.7422], [-4.5837, -1.2077, 3.9387], [3.6040, 0.7415, -2.5986], [4.0056, -1.8541, 0.9760], [-2.8075, -1.1946, 6.1535], [-1.3690, -0.9992, 6.6909], [0.7100, 2.1215, -2.6428], [0.9554, 2.5563, -1.2518], [1.5871, 4.3464, 0.2432], [-2.1968, -2.5524, -1.7743], [2.6559, 2.0779, -5.2237], [-4.7131, -0.9875, 2.4270], [-3.3212, -3.3692, 1.7869], [2.9314, -1.1406, 1.4553], [-4.3737, -3.6416, 1.8684], [0.1474, -1.5411, -4.6804], [-1.9961, 4.2515, -2.0435], [2.0364, 2.8405, -5.6933], [0.6049, 5.5696, -3.4780], [2.9047, -0.7709, 2.4744], [-4.7477, 0.0739, 2.1885], [-4.8840, -2.2200, 4.2211], [-2.3754, -2.2091, -2.7945], [0.6953, -4.9320, -0.5594], [4.8000, -2.8594, -0.7500], [3.7203, 3.6229, -1.7085], [1.3597, -3.4026, -3.3163], [4.2613, 3.9474, -3.3505], [2.7638, 1.3595, 1.2284], [2.7240, 4.5904, -2.7889], [-0.2715, -3.4504, -3.9636], [1.5598, 5.3915, 0.5208], [-3.0064, -3.4521, 3.9292], [-0.0359, -4.6388, 4.9345], [2.7980, -2.4046, -2.1451], [-5.1960, -0.4907, 4.4868], [-2.6126, -4.9513, 3.0584], [1.3945, 4.6868, -4.7837], [-2.6163, 4.3868, -3.6896], [0.8573, -2.9110, 6.3728], [-5.6028, -1.4774, 2.0326], [3.6900, 2.2679, -5.5171], [1.2430, 1.4645, 4.3173], [-1.4141, 1.3998, -5.1030], [-1.3949, -3.5807, 5.3604], [1.4329, -2.5669, 4.7298], [3.0093, 3.7574, 1.7673], [0.3527, 4.5999, -1.4788], [-3.4921, -0.4786, 6.6068], [2.3761, 1.1141, -5.6428], [-2.7878, -3.4572, -1.6226], [-0.2190, 5.3525, -5.0057], [-2.8997, -3.8185, 0.8875], [0.3177, -4.7667, -2.9602], [-1.5060, 2.9484, -5.9348], [-1.2925, -0.0561, 7.2269], [-2.5649, -1.7958, -1.0828], [3.5153, -0.1924, -3.1508], [-3.1649, -2.2042, 6.3676], [0.7106, 0.0378, -5.1795], [-2.7022, 2.8504, -2.8161], [1.7303, -0.9667, -4.1245], [3.3232, 0.5569, -1.5664], [4.8624, -2.0467, 1.6040], [4.6574, 1.0278, -2.6074], [-2.6311, 1.8695, 2.6153], [-1.0882, -1.8069, 7.3650], [0.0059, 2.0506, -5.9286], [0.8769, -3.5860, 0.5631], [-0.6446, -4.4284, 0.4568]]
}

# 4
{
  "formula": "C30H57F6N2O5",
  "method": "ωB97M-V/def2-TZVPD",
  "charge": 1,
  "spin_multiplicity": 1,
  "species": ["F", "F", "F", "F", "F", "F", "O", "O", "O", "O", "O", "N", "N", "C", "C", "C", "C", "C", "C", "C", "C", "C", "C", "C", "C", "C", "C", "C", "C", "C", "C", "C", "C", "C", "C", "C", "C", "C", "C", "C", "C", "C", "C", "H", "H", "H", "H", "H", "H", "H", "H", "H", "H", "H", "H", "H", "H", "H", "H", "H", "H", "H", "H", "H", "H", "H", "H", "H", "H", "H", "H", "H", "H", "H", "H", "H", "H", "H", "H", "H", "H", "H", "H", "H", "H", "H", "H", "H", "H", "H", "H", "H", "H", "H", "H", "H", "H", "H", "H", "H"],
  "xyz": [[6.7911, -4.1952, -1.5123], [8.2284, -3.7834, 0.0573], [-2.1281, 1.7394, 7.0984], [8.6758, -5.2763, -1.4535], [-0.7961, 2.1012, 5.4199], [-2.8422, 2.8312, 5.3641], [6.3120, -6.6361, -0.5376], [-2.7050, 0.6671, 3.8305], [-2.5553, -0.5441, 5.7325], [7.3204, -5.9362, 1.3614], [-3.4848, -2.1621, -0.9578], [-2.0380, 3.7738, -0.7899], [0.6578, 3.7653, -1.9041], [7.0777, -5.8472, 0.1954], [6.6791, -0.9355, 0.6384], [-2.4886, 0.4801, 5.1251], [2.7450, 2.3891, -2.1593], [4.9531, 1.0825, -2.2136], [-5.8534, -0.6542, -1.4140], [-4.6903, -2.9078, -1.0725], [-1.5440, 2.5532, -1.4107], [0.0438, 4.9001, -1.1385], [7.9677, -0.7125, 1.4474], [7.7040, -4.7487, -0.6983], [-3.0661, -0.5086, 3.0683], [-4.5390, -0.8195, 3.1867], [-0.3791, 2.7686, -2.3752], [-2.0642, 1.8198, 5.7757], [-3.1595, 3.4613, 0.1228], [-6.8014, 0.8235, 0.4243], [4.1167, 2.1709, -1.5126], [4.4529, -7.3248, 0.8883], [-0.9225, 4.3950, -0.0915], [6.5687, -0.0017, -0.5631], [1.8100, 3.1024, -1.1943], [5.2526, -0.1356, -1.3300], [-2.6349, -2.2193, -2.0775], [5.7035, -7.7542, 0.1574], [-5.4574, 2.7485, -0.7630], [-4.5259, 3.9142, -0.4167], [-7.0256, 0.2310, -0.9785], [-6.1849, 2.2416, 0.4853], [-5.9081, -2.0367, -0.7710], [4.6612, 3.1182, -1.5109], [6.6223, -1.9716, 0.2987], [5.4844, -8.4707, -0.6300], [-0.7091, 3.0788, -3.3650], [5.2687, -1.0428, -1.9388], [-5.0088, 4.5366, 0.3409], [-1.2702, 5.2539, 0.4814], [-6.0288, -1.9507, 0.3135], [-2.9504, 3.9316, 1.0858], [-5.8536, -0.7735, -2.5032], [2.3349, 1.4188, -2.4514], [-7.9301, -0.3849, -0.9573], [-2.8018, -0.2522, 2.0438], [8.5488, 0.1171, 1.0378], [-2.0183, -3.1258, -2.0776], [-1.9729, -1.3514, -2.0344], [-3.1836, 2.3789, 0.3077], [-7.2131, 1.0145, -1.7146], [-3.2016, -2.1805, -3.0145], [1.3869, 2.4213, -0.4557], [3.9774, -8.1959, 1.3384], [-4.8734, 1.9348, -1.2058], [-2.3487, 2.1127, -2.0036], [-6.1257, 0.1494, 0.9556], [1.0549, 4.1798, -2.7468], [6.6813, 1.0351, -0.2205], [-4.6446, -3.7379, -0.3601], [4.6876, -6.6147, 1.6801], [-1.2632, 1.8057, -0.6488], [-4.9113, -0.1796, -1.1271], [8.6159, -1.5887, 1.4213], [-0.5276, 5.4823, -1.8631], [5.8120, -0.7517, 1.2812], [4.4428, -0.2687, -0.6009], [7.3987, -0.1929, -1.2519], [2.8557, 2.9794, -3.0770], [-7.7474, 0.8373, 0.9668], [3.7470, -6.8624, 0.1982], [5.9013, 1.5200, -2.5363], [-6.9437, 2.9740, 0.7721], [-2.4480, -1.3472, 3.3859], [3.9718, 1.8928, -0.4630], [0.8439, 5.5205, -0.7382], [4.4501, 0.7620, -3.1306], [6.4390, -8.1862, 0.8341], [-0.4350, 3.6804, 0.5932], [-6.1756, 3.0818, -1.5147], [0.1445, 1.8208, -2.4888], [7.7560, -0.4968, 2.4942], [-5.4552, 2.2530, 1.3058], [-4.8129, -1.1093, 4.2002], [-4.3527, 4.5333, -1.2983], [-4.7704, -3.3520, -2.0709], [-6.7973, -2.5577, -1.1400], [-5.1353, 0.0493, 2.9076], [-4.7837, -1.6421, 2.5142], [2.3411, 3.8935, -0.6626]]
}

no.,Kohn-Sham gap (eV),E_HOMO (eV)
1,5.96,-9.638
2,7.93,-9.168
3,6.20,-9.915
4,9.15,-11.791